{"formula": "C20H37ClN2O6S", "method": "ωB97M-V with the def2-TZVPD basis set", "e_above_lowest_kj_mol": 0.0, "homo_ev": -8.08, "homo_lumo_gap_ev": 8.3, "total_energy_ev": -59960.182, "smiles": "CNCc1cccc2c1Sc1cccc(Cl)c1N2.CO.CO.CO.CO.CO.CO", "e_lumo_ev": 0.233, "species": ["C", "N", "C", "C", "C", "C", "C", "C", "C", "S", "C", "C", "C", "C", "C", "Cl", "C", "N", "H", "H", "H", "H", "H", "H", "H", "H", "H", "H", "H", "H", "H", "C", "O", "H", "H", "H", "H", "C", "O", "H", "H", "H", "H", "C", "O", "H", "H", "H", "H", "C", "O", "H", "H", "H", "H", "C", "O", "H", "H", "H", "H", "C", "O", "H", "H", "H", "H"], "positions_angstrom": [[5.72, -1.00, -1.90], [5.97, 0.45, -2.11], [4.72, 1.21, -1.97], [4.04, 0.93, -0.61], [4.71, 1.40, 0.53], [4.14, 1.21, 1.77], [2.88, 0.52, 1.87], [2.24, 0.05, 0.74], [2.84, 0.25, -0.50], [2.03, -0.39, -1.96], [0.32, -0.37, -1.44], [-0.67, -0.25, -2.39], [-2.03, -0.25, -2.02], [-2.30, -0.37, -0.67], [-1.31, -0.48, 0.28], [-1.83, -0.60, 1.95], [0.04, -0.49, -0.07], [1.00, -0.64, 0.96], [5.84, -1.30, -0.84], [6.43, -1.62, -2.48], [4.72, -1.23, -2.27], [6.60, 0.73, -1.37], [4.03, 1.07, -2.81], [5.01, 2.27, -1.92], [5.66, 1.91, 0.39], [4.67, 1.55, 2.66], [2.44, 0.38, 2.86], [-0.45, -0.15, -3.45], [-2.84, -0.16, -2.74], [-3.35, -0.40, -0.35], [0.59, -0.21, 1.78], [-3.36, -2.66, 5.33], [-2.02, -2.37, 4.96], [-3.34, -3.28, 6.22], [-3.90, -1.74, 5.54], [-3.86, -3.21, 4.52], [-2.05, -1.82, 4.17], [4.01, -2.50, 3.95], [4.57, -1.27, 4.40], [4.10, -3.24, 4.74], [2.95, -2.36, 3.72], [4.55, -2.84, 3.06], [4.47, -0.64, 3.67], [-3.12, 3.37, -3.14], [-2.63, 3.14, -1.83], [-3.23, 4.45, -3.28], [-2.40, 2.98, -3.87], [-4.09, 2.89, -3.29], [-2.52, 2.19, -1.72], [-2.64, -0.37, -5.76], [-2.07, 0.87, -5.32], [-2.53, -1.10, -4.96], [-3.70, -0.23, -5.98], [-2.12, -0.73, -6.65], [-2.17, 1.49, -6.05], [-5.97, -2.05, -1.84], [-5.43, -0.81, -1.41], [-5.85, -2.77, -1.03], [-7.03, -1.95, -2.07], [-5.44, -2.41, -2.73], [-5.55, -0.18, -2.14], [-1.86, 2.83, 4.60], [-1.10, 1.65, 4.82], [-1.68, 3.51, 5.42], [-1.55, 3.31, 3.66], [-2.93, 2.60, 4.55], [-1.27, 1.05, 4.08]], "mulliken_charge": [-0.6277, -0.3785, -1.4008, 0.5560, -0.6829, -1.1239, -0.9807, 0.6499, 0.5307, -0.3292, 0.5391, -0.6172, -0.8730, -0.4590, 0.6834, -0.2467, -0.4939, -0.3062, 0.2301, 0.2959, 0.2434, 0.3489, 0.4928, 0.4136, 0.4014, 0.5316, 0.7271, 0.4264, 0.5196, 0.5346, 0.3164, -0.5227, -0.4410, 0.2233, 0.2418, 0.2419, 0.2851, -0.4364, -0.5138, 0.2550, 0.1786, 0.2281, 0.2946, -0.3949, -0.5184, 0.2898, 0.1329, 0.1931, 0.2907, -0.6064, -0.4242, 0.2245, 0.2774, 0.2992, 0.2747, -0.5669, -0.4321, 0.2413, 0.2665, 0.2490, 0.2485, -0.5124, -0.4684, 0.2363, 0.2446, 0.2371, 0.2624]}



{"formula": "C20H37F6IIrN7O4S4", "method": "ωB97M-V with the def2-TZVPD basis set", "e_above_lowest_kj_mol": 126.3, "total_charge": 3, "homo_ev": [-17.11, -17.08], "s2": 0.76, "homo_lumo_gap_ev": [6.5, 4.3], "total_energy_ev": -110519.243, "spin_multiplicity": 2, "e_lumo_ev": [-10.639, -12.754], "species": ["Ir", "C", "C", "N", "C", "C", "S", "C", "C", "N", "H", "H", "H", "H", "H", "H", "H", "H", "H", "H", "H", "H", "H", "H", "F", "C", "F", "F", "S", "O", "O", "N", "S", "O", "O", "C", "F", "F", "F", "I", "C", "C", "N", "N", "C", "H", "H", "H", "C", "C", "C", "C", "N", "C", "S", "N", "C", "C", "C", "C", "H", "H", "H", "H", "H", "H", "H", "H", "H", "H", "H", "H", "H", "H", "H", "H", "H", "H", "H", "H"], "positions_angstrom": [[-0.08, -0.22, -0.22], [-2.92, 0.87, 0.21], [-2.00, 1.99, 0.66], [-0.67, 1.44, 1.06], [-0.57, 1.01, 2.48], [-1.31, -0.29, 2.74], [-0.91, -1.53, 1.43], [-2.57, -2.06, 0.85], [-2.81, -1.49, -0.54], [-2.19, -0.15, -0.61], [-3.39, 0.35, 1.04], [-3.72, 1.29, -0.40], [-1.83, 2.67, -0.16], [-2.44, 2.56, 1.48], [0.00, 2.20, 0.91], [0.48, 0.92, 2.73], [-0.99, 1.80, 3.12], [-0.99, -0.73, 3.69], [-2.39, -0.18, 2.78], [-2.58, -3.15, 0.85], [-3.27, -1.73, 1.61], [-2.34, -2.12, -1.29], [-3.88, -1.43, -0.77], [-2.20, 0.14, -1.60], [4.08, 2.20, -3.59], [3.66, 1.08, -3.07], [4.41, 0.73, -2.03], [3.62, 0.12, -3.95], [1.96, 1.40, -2.38], [1.60, 0.13, -1.66], [2.06, 2.49, -1.45], [1.14, 1.60, -3.69], [-0.41, 1.40, -3.50], [-0.90, 2.16, -2.36], [-0.83, 0.01, -3.43], [-1.13, 2.10, -5.07], [-0.55, 1.52, -6.09], [-0.95, 3.39, -5.07], [-2.42, 1.80, -5.02], [4.90, -2.05, 3.00], [3.53, -0.92, 1.97], [3.69, 0.36, 1.45], [2.56, 0.70, 0.84], [1.64, -0.30, 0.93], [2.25, -1.28, 1.61], [4.53, 1.04, 1.47], [2.39, 1.51, 0.23], [1.73, -2.20, 1.85], [0.63, -6.88, -1.84], [-0.61, -7.01, -0.97], [-0.48, -6.44, 0.44], [-0.34, -4.92, 0.54], [1.01, -4.45, 0.19], [1.41, -3.41, -0.53], [0.21, -2.35, -1.32], [2.70, -3.26, -0.78], [3.40, -2.25, -1.61], [4.57, -2.86, -2.37], [4.22, -3.61, -3.65], [3.42, -4.89, -3.44], [0.53, -7.46, -2.76], [1.52, -7.25, -1.33], [0.82, -5.85, -2.14], [-0.88, -8.06, -0.88], [-1.46, -6.53, -1.47], [0.36, -6.91, 0.96], [-1.36, -6.70, 1.01], [-0.54, -4.61, 1.57], [-1.05, -4.43, -0.14], [1.74, -5.08, 0.51], [3.32, -3.94, -0.37], [3.76, -1.48, -0.93], [2.67, -1.82, -2.28], [5.15, -3.50, -1.69], [5.24, -2.03, -2.62], [5.16, -3.85, -4.16], [3.68, -2.94, -4.32], [3.89, -5.55, -2.70], [3.34, -5.46, -4.37], [2.40, -4.68, -3.11]], "lowdin_spin": [0.6828, 0.0019, 0.0017, 0.0106, -0.0006, -0.0013, -0.0057, 0.0048, 0.0020, 0.0512, 0.0000, 0.0007, -0.0001, 0.0002, 0.0033, 0.0000, -0.0003, -0.0004, 0.0000, -0.0002, 0.0007, 0.0003, 0.0011, 0.0074, 0.0007, 0.0013, 0.0002, 0.0001, 0.0043, 0.0263, 0.0006, 0.0095, 0.0026, 0.0207, 0.0145, 0.0019, 0.0008, 0.0008, 0.0001, 0.0032, 0.0051, 0.0124, 0.0034, 0.0298, 0.0030, 0.0005, 0.0000, 0.0003, 0.0000, 0.0000, 0.0004, 0.0026, 0.0020, 0.0091, 0.0759, 0.0021, 0.0011, 0.0003, 0.0001, 0.0000, 0.0000, 0.0000, 0.0000, 0.0000, 0.0000, 0.0002, 0.0000, 0.0001, 0.0019, -0.0001, 0.0004, -0.0001, 0.0011, 0.0001, 0.0000, 0.0000, 0.0000, 0.0000, 0.0000, 0.0000]}



{"formula": "C20H37N6O19PS2", "method": "ωB97M-V with the def2-TZVPD basis set", "homo_ev": -8.89, "homo_lumo_gap_ev": 7.5, "total_energy_ev": -100125.056, "smiles": "CCP(C)C1=C(SCC(=O)OC[C@@H](C)OC(=O)CS)C(=O)OC1=O.C[N+](=O)[O-].C[N+](=O)[O-].C[N+](=O)[O-].C[N+](=O)[O-].C[N+](=O)[O-].C[N+](=O)[O-]", "e_lumo_ev": -1.354, "species": ["C", "C", "P", "C", "C", "C", "S", "C", "C", "O", "O", "C", "C", "C", "O", "C", "O", "C", "S", "C", "O", "O", "C", "O", "H", "H", "H", "H", "H", "H", "H", "H", "H", "H", "H", "H", "H", "H", "H", "H", "H", "H", "H", "C", "N", "O", "O", "H", "H", "H", "C", "N", "O", "O", "H", "H", "H", "C", "N", "O", "O", "H", "H", "H", "C", "N", "O", "O", "H", "H", "H", "C", "N", "O", "O", "H", "H", "H", "C", "N", "O", "O", "H", "H", "H"], "positions_angstrom": [[4.29, 1.03, 2.64], [4.83, 1.82, 1.43], [5.85, 0.89, 0.20], [6.20, -0.71, 1.02], [4.78, 0.41, -1.17], [3.76, 1.02, -1.82], [3.06, 2.59, -1.51], [1.68, 2.35, -0.38], [0.38, 1.88, -1.01], [0.14, 1.85, -2.18], [-0.52, 1.52, -0.05], [-1.72, 2.33, -0.05], [-2.64, 1.75, 1.03], [-2.75, 2.63, 2.29], [-3.96, 1.58, 0.51], [-4.19, 0.63, -0.44], [-4.97, 0.85, -1.31], [-3.46, -0.69, -0.34], [-4.69, -2.02, -0.25], [3.33, 0.15, -2.96], [2.39, 0.25, -3.68], [4.23, -0.89, -3.05], [5.05, -0.86, -1.93], [5.80, -1.76, -1.70], [4.98, 1.06, 3.48], [3.37, 1.51, 2.99], [4.03, 0.00, 2.40], [4.02, 2.34, 0.95], [5.51, 2.60, 1.80], [6.62, -0.49, 2.01], [5.29, -1.29, 1.16], [6.90, -1.28, 0.42], [1.46, 3.35, 0.02], [1.93, 1.72, 0.47], [-2.19, 2.28, -1.04], [-1.46, 3.37, 0.15], [-2.19, 0.81, 1.34], [-1.89, 3.28, 2.39], [-2.80, 1.99, 3.17], [-3.68, 3.20, 2.22], [-2.80, -0.77, 0.52], [-2.85, -0.79, -1.23], [-3.86, -3.05, -0.40], [-3.11, 4.25, 6.33], [-1.81, 4.56, 5.66], [-1.21, 5.55, 6.03], [-1.45, 3.80, 4.79], [-3.30, 5.01, 7.07], [-3.87, 4.24, 5.56], [-3.01, 3.26, 6.77], [3.55, 1.43, -6.52], [4.17, 2.70, -6.06], [4.22, 3.63, -6.83], [4.58, 2.71, -4.91], [3.23, 1.56, -7.55], [4.30, 0.65, -6.44], [2.71, 1.22, -5.86], [-0.62, -4.28, -3.11], [-1.53, -3.87, -2.00], [-1.03, -3.34, -1.02], [-2.71, -4.09, -2.15], [0.40, -4.02, -2.83], [-0.74, -5.35, -3.24], [-0.94, -3.75, -4.00], [0.61, 5.19, -3.27], [0.40, 6.19, -2.20], [-0.44, 7.05, -2.36], [1.08, 6.06, -1.19], [-0.07, 5.40, -4.09], [1.65, 5.26, -3.59], [0.41, 4.21, -2.84], [-2.27, -4.88, 1.91], [-3.60, -4.37, 2.35], [-4.58, -5.04, 2.09], [-3.61, -3.30, 2.92], [-2.42, -5.83, 1.42], [-1.84, -4.14, 1.24], [-1.66, -4.99, 2.81], [-5.30, -8.53, 2.47], [-3.88, -8.98, 2.37], [-3.07, -8.16, 1.99], [-3.63, -10.12, 2.68], [-5.36, -7.50, 2.17], [-5.89, -9.18, 1.82], [-5.61, -8.66, 3.51]], "mulliken_charge": [-1.3355, 0.1130, -0.0065, -1.2104, 0.5388, 0.3766, -0.0754, -0.5789, 0.3804, -0.5960, -0.3319, -0.7632, 0.8909, -1.5852, -0.3395, 0.0617, -0.5298, 0.1248, -0.1099, 0.1208, -0.4998, -0.3104, 0.1918, -0.5151, 0.3676, 0.3947, 0.3077, -0.1613, 0.4322, 0.3816, 0.3802, 0.3727, 0.4652, 0.6441, 0.3203, 0.5239, -0.0399, 0.3832, 0.3451, 0.3571, 0.2659, 0.2526, -0.0222, -0.7047, 0.8399, -0.5199, -0.4989, 0.3219, 0.2672, 0.2767, -0.6921, 0.9149, -0.5410, -0.5109, 0.3219, 0.2643, 0.2384, -0.7866, 0.8689, -0.4941, -0.4770, 0.3070, 0.3004, 0.3019, -0.4212, 0.9521, -0.5490, -0.5484, 0.3184, 0.2954, -0.0426, -0.5698, 0.9213, -0.5226, -0.5227, 0.2599, 0.1255, 0.3277, -0.6073, 0.8757, -0.5174, -0.5412, 0.2221, 0.2868, 0.2773]}